Record 1
ORCA calculation (the ωB97M-V functional and the def2-TZVPD basis) on a 8-piece molecular cluster, C38H72IN9OPSSi overall in a non-equilibrium geometry.

Each line ends with the Mulliken charge.
Positions of all 124 atoms, in Å:
C (-2.84940, -1.35827, -0.58013)  -0.8691
C (-1.53190, -0.87854, 0.21319)  -0.0989
C (-1.83229, 0.57409, 0.77706)  -0.8226
C (-0.49789, 1.42068, 1.10811)  -0.1575
N (-0.30875, 1.35035, 2.59421)  0.1169
C (0.57698, 2.41773, 3.11499)  -0.5293
P (2.47860, 2.21551, 3.04371)  0.0582
O (2.91901, 3.15576, 1.65892)  -0.4759
I (3.11974, -0.09443, 2.53687)  -0.0015
N (0.38958, 3.81614, 2.61353)  0.1214
C (0.62949, 4.80594, 3.45800)  -0.1154
S (1.08253, 4.05900, 5.06218)  -0.0722
C (0.09489, 2.51829, 4.66048)  0.1596
Si (0.63436, 1.14397, 5.89399)  0.4735
C (0.31617, -0.63767, 5.30395)  -0.8163
C (2.45163, 1.37186, 6.52773)  -1.0452
C (-0.46266, 1.38326, 7.47138)  -1.0292
H (-3.69918, -0.70061, -0.20303)  0.4655
H (-2.77570, -1.16983, -1.69056)  -0.0950
H (-3.14320, -2.41777, -0.32334)  0.3914
H (-0.60249, -0.94182, -0.41903)  0.4921
H (-1.41259, -1.62194, 1.06098)  0.0674
H (-2.48092, 1.14805, 0.04074)  0.1298
H (-2.44351, 0.46312, 1.72571)  0.4044
H (-0.69194, 2.45470, 0.71124)  -0.0081
H (0.38087, 0.90196, 0.61657)  0.3361
H (0.16297, 0.44369, 2.75033)  -0.0735
H (3.23335, 2.56258, 0.95174)  0.3245
H (0.14246, 4.14252, 1.67173)  0.1769
H (0.54878, 5.89394, 3.17363)  0.4122
H (-1.03426, 2.64169, 4.61046)  0.4804
H (-0.79662, -0.76483, 5.09997)  0.3034
H (0.59093, -1.42175, 6.08116)  0.3850
H (0.84685, -0.93995, 4.35676)  0.0618
H (3.06122, 2.05595, 5.86950)  0.4465
H (2.94992, 0.37160, 6.71099)  0.3548
H (2.40867, 1.87577, 7.54917)  0.2502
H (-1.02866, 2.35721, 7.41576)  0.2941
H (0.15348, 1.33569, 8.41690)  0.2695
H (-1.23850, 0.54930, 7.44858)  0.2918
C (-0.41069, -4.49202, -1.20266)  -0.6017
C (1.02211, -4.72007, -0.73126)  -0.5936
C (1.10656, -5.11142, 0.74503)  -0.3665
C (0.53432, -4.01939, 1.58917)  0.1042
N (0.07946, -3.16833, 2.23648)  -0.4527
H (-0.88362, -3.66263, -0.66990)  -0.0150
H (-0.42597, -4.24420, -2.26626)  0.2442
H (-1.01931, -5.38833, -1.05370)  0.3113
H (1.60285, -3.80903, -0.90771)  0.3317
H (1.47276, -5.51005, -1.33454)  0.3179
H (2.14683, -5.27664, 1.03215)  0.3876
H (0.55421, -6.03484, 0.93003)  0.3096
C (-2.89684, 2.52171, -1.84574)  -0.9793
C (-2.63816, 2.67445, -3.34085)  -0.1614
C (-3.30220, 1.57456, -4.17353)  -0.5192
C (-2.76772, 0.23834, -3.77121)  0.2446
N (-2.35172, -0.80005, -3.45887)  -0.5614
H (-2.47756, 1.58958, -1.45758)  0.0004
H (-2.43063, 3.34165, -1.29492)  0.3724
H (-3.96876, 2.53307, -1.62966)  0.3811
H (-1.55864, 2.67244, -3.51610)  0.1891
H (-3.01261, 3.64591, -3.66968)  0.2880
H (-3.10148, 1.73178, -5.23541)  0.1746
H (-4.38516, 1.58393, -4.02911)  0.3913
C (-3.43405, 6.23577, -7.58759)  -1.1232
C (-2.11091, 5.54309, -7.89597)  -0.5144
C (-1.72265, 4.50340, -6.84152)  -0.1109
C (-1.56945, 5.16019, -5.50759)  0.3495
N (-1.44050, 5.69530, -4.47502)  -0.5555
H (-3.38592, 6.79720, -6.65164)  0.3299
H (-3.68426, 6.94521, -8.37837)  0.3406
H (-4.24866, 5.50991, -7.51204)  0.2936
H (-1.32475, 6.29881, -7.97674)  0.3104
H (-2.18484, 5.05130, -8.86921)  0.3304
H (-0.77798, 4.02675, -7.11218)  0.3412
H (-2.48673, 3.72520, -6.76985)  0.0721
C (4.33934, -0.56794, 11.23475)  -1.1747
C (4.73178, 0.79063, 10.66372)  -0.2358
C (4.05060, 1.95839, 11.38194)  -0.4075
C (2.56601, 1.84364, 11.25091)  0.2512
N (1.41234, 1.75183, 11.14985)  -0.4700
H (3.26998, -0.75931, 11.11937)  0.3451
H (4.86983, -1.36682, 10.71280)  0.3285
H (4.58765, -0.63311, 12.29738)  0.3201
H (4.48087, 0.81427, 9.59888)  0.1302
H (5.81562, 0.90958, 10.74102)  0.3203
H (4.37229, 2.90724, 10.94753)  0.2778
H (4.31493, 1.96447, 12.44187)  0.3340
C (-0.40074, -8.24542, -3.62891)  -0.4792
C (1.00935, -8.75197, -3.91269)  -0.5086
C (1.60254, -9.52328, -2.73180)  -0.5461
C (1.67666, -8.62080, -1.54445)  0.3671
N (1.71516, -7.90838, -0.62865)  -0.4626
H (-0.41264, -7.53992, -2.79331)  0.0608
H (-0.80556, -7.72090, -4.49586)  0.1440
H (-1.07258, -9.07435, -3.38979)  0.3146
H (1.65229, -7.90182, -4.15942)  0.2753
H (0.98602, -9.40141, -4.79150)  0.3429
H (2.60604, -9.87990, -2.97392)  0.2971
H (0.98556, -10.39112, -2.48768)  0.2913
C (-2.95661, -3.92735, -4.29107)  -0.5595
C (-2.70396, -3.78306, -5.78856)  -0.3939
C (-3.37357, -4.88936, -6.60912)  -0.5412
C (-2.83530, -6.21875, -6.19226)  0.2490
N (-2.42070, -7.25308, -5.86600)  -0.4733
H (-2.53681, -4.85849, -3.90155)  0.2602
H (-2.48934, -3.10838, -3.74558)  -0.0801
H (-4.02806, -3.91414, -4.07132)  0.3461
H (-1.62515, -3.78824, -5.96956)  0.2789
H (-3.08033, -2.81241, -6.12277)  0.2890
H (-3.17908, -4.74354, -7.67380)  0.3155
H (-4.45556, -4.87859, -6.45842)  0.2899
C (3.71773, 4.93412, -2.11821)  -1.1222
C (2.68477, 6.05506, -2.06578)  -0.3835
C (1.91719, 6.22039, -3.37955)  -0.1190
C (2.86559, 6.55267, -4.48559)  0.2151
N (3.60308, 6.80934, -5.34498)  -0.4459
H (4.48932, 5.13293, -2.86500)  0.4164
H (4.21916, 4.83371, -1.15287)  0.2882
H (3.24574, 3.97678, -2.35754)  0.2824
H (3.19008, 6.99135, -1.81222)  0.3111
H (1.97284, 5.84588, -1.26215)  0.1831
H (1.18282, 7.02286, -3.28754)  0.2891
H (1.38347, 5.30122, -3.63121)  0.0697

Results
charge	+1
energy	-92126.0949	eV
E_HOMO	-11.224	eV
HOMO-LUMO gap	0.2550	hartree
maximum force	2.82	eV/Å

---

Record 2
ORCA calculation (the ωB97M-V functional and the def2-TZVPD basis) on F6H16O8P as an isolated structure in a non-equilibrium geometry.

Each line ends with the Mulliken charge.
Positions of all 31 atoms, in Å:
P (-0.17190, 0.24544, 0.15558)  1.6528
F (0.44299, 1.29909, 1.26017)  -0.2723
F (1.29286, -0.12133, -0.31900)  -0.5243
F (-0.05958, -0.93210, 1.24890)  -0.9281
F (-0.90591, -0.83008, -0.76891)  -0.3345
F (-1.59828, 0.79834, 0.81295)  -0.5599
F (-0.11737, 1.44699, -0.89079)  -0.2821
O (-2.18781, -0.64539, -2.36887)  -0.5927
H (-2.59595, -0.98545, -1.57262)  0.3689
H (-1.58262, -1.33499, -2.64168)  0.2955
O (1.34171, -0.30028, -2.43137)  -0.7710
H (0.53207, -0.71591, -2.13482)  0.4188
H (1.53161, 0.35885, -1.76376)  0.3801
O (2.58934, 0.85051, 1.30812)  -0.7143
H (1.89181, 0.21456, 1.14918)  0.6189
H (2.12966, 1.66475, 1.51288)  0.3254
O (-0.12043, -0.05017, 2.98669)  -0.7371
H (0.34395, -0.16666, 2.15783)  0.5139
H (-0.91424, -0.57680, 2.89311)  0.2975
O (1.62851, 2.03769, -1.18004)  -0.8076
H (0.95201, 1.55657, -0.70348)  0.3913
H (1.44004, 2.95869, -0.99978)  0.2345
O (-1.64140, 2.90822, 0.44425)  -0.8000
H (-0.95734, 2.33378, 0.10027)  0.5327
H (-2.10344, 2.37204, 1.08866)  0.3135
O (-1.19273, -2.66663, -0.69292)  -0.7907
H (-0.90816, -2.51028, 0.20753)  0.4844
H (-0.89905, -1.89363, -1.17506)  0.4411
O (0.67748, -2.61842, 1.11307)  -0.8209
H (1.07853, -2.80923, 0.26515)  0.3567
H (0.08368, -1.88818, 0.93880)  0.3099

Results
energy relative to the best compared isomer or geometry (same formula, charge and spin)	456.3	kcal/mol
charge	-1
energy	-42223.6868	eV
E_HOMO	-7.130	eV
HOMO-LUMO gap	0.3729	hartree
maximum force	13.22	eV/Å

---

Repeat the second record exactly.
ORCA calculation (the ωB97M-V functional and the def2-TZVPD basis) on F6H16O8P as an isolated structure in a non-equilibrium geometry.

Each line ends with the Mulliken charge.
Positions of all 31 atoms, in Å:
P (-0.17190, 0.24544, 0.15558)  1.6528
F (0.44299, 1.29909, 1.26017)  -0.2723
F (1.29286, -0.12133, -0.31900)  -0.5243
F (-0.05958, -0.93210, 1.24890)  -0.9281
F (-0.90591, -0.83008, -0.76891)  -0.3345
F (-1.59828, 0.79834, 0.81295)  -0.5599
F (-0.11737, 1.44699, -0.89079)  -0.2821
O (-2.18781, -0.64539, -2.36887)  -0.5927
H (-2.59595, -0.98545, -1.57262)  0.3689
H (-1.58262, -1.33499, -2.64168)  0.2955
O (1.34171, -0.30028, -2.43137)  -0.7710
H (0.53207, -0.71591, -2.13482)  0.4188
H (1.53161, 0.35885, -1.76376)  0.3801
O (2.58934, 0.85051, 1.30812)  -0.7143
H (1.89181, 0.21456, 1.14918)  0.6189
H (2.12966, 1.66475, 1.51288)  0.3254
O (-0.12043, -0.05017, 2.98669)  -0.7371
H (0.34395, -0.16666, 2.15783)  0.5139
H (-0.91424, -0.57680, 2.89311)  0.2975
O (1.62851, 2.03769, -1.18004)  -0.8076
H (0.95201, 1.55657, -0.70348)  0.3913
H (1.44004, 2.95869, -0.99978)  0.2345
O (-1.64140, 2.90822, 0.44425)  -0.8000
H (-0.95734, 2.33378, 0.10027)  0.5327
H (-2.10344, 2.37204, 1.08866)  0.3135
O (-1.19273, -2.66663, -0.69292)  -0.7907
H (-0.90816, -2.51028, 0.20753)  0.4844
H (-0.89905, -1.89363, -1.17506)  0.4411
O (0.67748, -2.61842, 1.11307)  -0.8209
H (1.07853, -2.80923, 0.26515)  0.3567
H (0.08368, -1.88818, 0.93880)  0.3099

Results
energy relative to the best compared isomer or geometry (same formula, charge and spin)	456.3	kcal/mol
charge	-1
energy	-42223.6868	eV
E_HOMO	-7.130	eV
HOMO-LUMO gap	0.3729	hartree
maximum force	13.22	eV/Å

---

Which of these has the highest E_HOMO?
F6H16O8P

---

Which of these has the highest charge?
C38H72IN9OPSSi